{"formula": "C11H17ClINO2PRu", "method": "ωB97M-V/def2-TZVPD", "total_charge": 2, "s_squared": 8.7909, "orbital_gap_ev": [6.907, 4.774], "lumo_ev": [-8.86, -10.62], "spin_multiplicity": 6, "homo_energy_ev": [-15.77, -15.39], "symbols": ["C", "C", "H", "H", "H", "O", "I", "Ru", "P", "C", "C", "H", "H", "H", "C", "H", "H", "H", "H", "H", "H", "C", "O", "Cl", "C", "C", "C", "N", "C", "C", "H", "H", "H", "H", "H"], "xyz": [[-0.261663, -2.330261, -0.989890], [1.045176, -1.566753, -0.849500], [-0.003219, -3.413825, -1.269160], [-0.994585, -2.036654, -1.810791], [-0.940132, -2.415631, -0.124912], [2.109757, -2.090326, -0.765469], [2.784207, 3.206861, -0.461993], [-1.216536, 0.270594, 0.402642], [-0.330876, 0.728794, -1.776270], [1.416724, 0.948890, -2.538233], [-0.591750, -0.549115, -3.125073], [-2.321619, 1.893666, -2.514606], [-0.979537, 1.964930, -3.689160], [-0.935125, 3.017563, -2.240606], [-1.262598, 2.048092, -2.660323], [-1.623410, -0.933969, -2.999530], [-0.509640, -0.011081, -4.046083], [1.249274, 1.168152, -3.567849], [2.069836, 0.084483, -2.360887], [0.151367, -1.352944, -3.062546], [1.977522, 1.871585, -2.156514], [0.722859, -0.122859, 0.158721], [1.865829, 0.159114, 0.478993], [-3.270140, 0.591638, -0.642496], [-0.051561, -1.496960, 4.788137], [0.811974, -0.353184, 4.412077], [0.940748, -0.099599, 3.043423], [-0.037324, -0.462251, 2.173093], [-0.804600, -1.541679, 2.536566], [-0.752272, -2.100195, 3.785291], [-0.122323, -1.766843, 5.869883], [1.275768, 0.265110, 5.170618], [1.801912, 0.555300, 2.698606], [-1.485977, -1.816959, 1.719951], [-1.378267, -2.989186, 3.953191]], "forces_ev_per_a": [[-1.7, -2.4, -2.1], [0.9, -4.4, 2.2], [-0.1, 1.5, 0.5], [1.4, -0.3, 1.5], [0.9, 0.4, 0.3], [-2.1, 2.0, -1.1], [0.1, 0.4, 0.4], [0.1, 0.7, -1.0], [0.4, 0.8, -4.6], [0.8, 1.6, 2.7], [-1.1, -0.7, 1.3], [-0.1, 0.1, -0.1], [0.1, 0.1, -0.5], [-0.4, -0.3, -0.3], [0.7, 0.8, 1.7], [0.5, 0.0, -0.5], [0.0, 0.2, -0.5], [-0.3, -0.2, -0.8], [-0.3, 0.2, -0.3], [-0.4, 0.5, -0.6], [-0.9, -1.3, -0.4], [6.2, 1.1, 0.7], [-4.0, 0.3, -1.0], [0.7, -0.4, 1.1], [2.0, 3.1, 0.8], [-1.9, -2.7, -0.3], [0.4, 2.3, 0.7], [-0.3, -2.4, 1.5], [0.3, 1.7, -0.9], [-1.4, -1.7, -0.2], [0.0, 0.0, -1.2], [0.6, -0.4, -0.2], [-1.5, -0.6, 0.2], [-0.1, -0.6, 0.9], [0.4, 0.5, 0.1]], "mulliken_charge": [-0.8165, 0.7253, 0.4026, 0.0798, 0.0722, -0.2705, 0.0796, 0.1875, 0.8408, -0.5954, -1.5804, 0.4643, 0.4716, 0.3685, -0.9730, 0.3353, 0.6864, 0.4714, 0.4465, 0.5731, -0.3394, 0.9163, -0.3404, -0.2844, -0.0783, -0.6870, -0.1786, -0.4310, 0.2416, -0.8748, 0.4112, 0.4308, 0.4016, 0.4533, 0.3899]}

---

{"formula": "C5H6HgO4", "method": "ωB97M-V/def2-TZVPD", "total_charge": -1, "s_squared": 0.7731, "orbital_gap_ev": [6.117, 5.868], "lumo_ev": [3.17, 2.71], "spin_multiplicity": 2, "homo_energy_ev": [-2.95, -3.15], "symbols": ["C", "H", "H", "C", "H", "H", "C", "C", "O", "C", "O", "O", "O", "H", "H", "Hg"], "xyz": [[-3.290075, -1.471529, -0.421073], [-3.886652, -0.651605, -0.834383], [-3.582288, -2.494554, -0.675483], [-2.223981, -1.203226, 0.344978], [-1.651273, -2.056151, 0.730929], [-2.821124, 0.814009, 0.983405], [-1.833757, 0.285602, 0.907700], [-1.124320, 0.162638, 2.256738], [-2.038525, -0.483716, 3.213185], [-1.853739, -0.340321, 4.483478], [-1.185906, 0.499541, 5.059755], [-2.563710, -1.273076, 5.144831], [-0.951193, 0.909352, 0.053478], [-0.932638, 1.176414, 2.644334], [-2.516507, -1.078053, 6.087890], [0.778187, -0.211607, 0.445793]], "forces_ev_per_a": [[0.5, 0.4, 0.2], [0.0, -0.3, 0.2], [0.2, 0.3, -0.1], [-0.7, 1.0, 0.9], [0.1, 0.4, 0.0], [0.6, 0.0, 0.1], [0.0, -2.0, -1.1], [-1.1, 0.7, 0.1], [0.3, -0.6, -0.8], [0.6, 1.1, 0.5], [-0.2, -0.4, -0.1], [-0.6, -0.6, 0.2], [-2.1, 1.1, -0.5], [0.3, -0.4, -0.1], [0.2, 0.2, -0.1], [1.8, -1.0, 0.7]], "mulliken_charge": [-0.7794, 0.2606, 0.2480, -0.0156, 0.2492, 0.3062, 0.1119, -0.6261, -0.2054, 0.6972, -0.6105, -0.4633, -0.7704, 0.1932, 0.3370, 0.0673]}

---

In eV, the DFT total energy values for the records above are, in order, -49737.8086, -17644.8868.